Below is a 5-piece molecular cluster, C2H16NO4 overall at a distorted geometry, with properties calculated with wB97M-V/def2-TZVPD.

Output
- relative energy (zero: lowest compared OMol25 entry of this formula, charge and spin) (kcal per mole) = 51.1
- E (eV) = -12006.3716
- HOMO-LUMO gap (eV) = 11.93
- total charge = +1
- spin multiplicity = 1

Bonds (Å) are listed after each position.
Geometry (Å):
1 C 0.458 -1.432 -1.951  C2 1.627, H4 1.038, H5 1.036, H6 1.088
2 C -0.381 -0.051 -1.760  C1 1.627, N3 1.556, H7 1.145, H8 1.064
3 N -0.234 0.465 -0.301  C2 1.556, H9 1.030, H10 1.087, H11 1.076
4 H 0.083 -1.906 -2.794  C1 1.038
5 H 1.460 -1.171 -1.992  C1 1.036
6 H 0.403 -2.136 -1.123  C1 1.088
7 H 0.118 0.656 -2.509  C2 1.145
8 H -1.439 0.030 -1.849  C2 1.064
9 H 0.717 0.843 -0.183  N3 1.030
10 H -0.494 -0.214 0.506  N3 1.087
11 H -0.903 1.299 -0.176  N3 1.076
12 H 1.731 1.342 2.535  O14 0.895
13 H 2.451 0.061 2.372  O14 1.029
14 O 1.524 0.502 2.304  H12 0.895, H13 1.029
15 H -3.048 -0.921 0.267  O17 0.946
16 H -3.087 -0.133 1.584  O17 1.004
17 O -2.503 -0.360 0.801  H15 0.946, H16 1.004
18 H -0.615 3.616 0.163  O20 1.012
19 H 0.715 3.898 0.102  O20 1.064
20 O 0.166 2.993 -0.001  H18 1.012, H19 1.064
21 H 1.121 -1.997 2.017  O23 1.040
22 H 0.684 -3.094 0.966  O23 0.896
23 O 1.071 -2.288 1.019  H21 1.040, H22 0.896